No. 1
Density functional theory data (ωB97M-V/def2-TZVPD) for C18H60CdN4O12 as an isolated structure in a non-equilibrium geometry.

Summary:
* ΔE to the lowest compared entry with this formula, charge and spin: 34.0 kcal per mole
* charge: 0
* orbital gap: 4.195 eV
* calculated total energy: -54720.6845 eV
* HOMO energy: -0.288 Eh

Element x y z (Å)
Cd -5.00 -3.24 1.20
O -2.20 -0.90 1.42
C -1.80 -0.02 0.42
C -2.41 -0.10 -1.11
O -3.60 -0.81 -1.26
H -0.71 -0.05 0.34
H -2.02 1.03 0.61
H -1.72 -0.60 -1.79
H -2.52 0.86 -1.61
C -4.65 -8.14 4.72
C -4.30 -7.10 3.67
C -3.63 -7.72 2.39
O -3.36 -6.54 1.61
C -2.68 -6.95 0.41
N -5.40 -6.20 3.40
H -3.91 -8.95 4.73
H -5.55 -8.73 4.54
H -4.75 -7.68 5.70
H -3.49 -6.58 4.18
H -4.26 -8.40 1.81
H -2.69 -8.19 2.65
H -2.50 -6.11 -0.26
H -3.31 -7.66 -0.13
H -1.75 -7.51 0.46
H -6.23 -6.74 3.25
H -5.59 -5.76 4.28
C -0.95 6.83 -0.81
C -2.12 7.24 0.09
C -1.77 7.24 1.61
O -0.47 7.81 1.84
C 0.19 7.52 3.14
N -2.67 8.50 -0.40
H -0.16 7.56 -0.69
H -1.12 6.66 -1.88
H -0.44 5.94 -0.43
H -2.90 6.49 -0.05
H -1.80 6.17 1.85
H -2.54 7.82 2.11
H 1.24 7.82 3.16
H 0.46 6.46 3.13
H -0.36 7.70 4.06
H -1.88 9.01 -0.77
H -2.85 8.83 0.53
C 5.74 4.56 -0.82
C 7.03 4.77 0.10
C 6.85 5.90 1.13
O 8.01 6.15 1.90
C 8.04 7.43 2.58
N 7.35 3.45 0.65
H 5.22 5.50 -0.99
H 5.00 3.84 -0.47
H 6.08 4.20 -1.79
H 7.76 5.01 -0.67
H 6.14 5.47 1.84
H 6.60 6.81 0.58
H 7.44 8.20 2.08
H 9.04 7.83 2.76
H 7.65 7.37 3.60
H 6.50 3.08 1.04
H 7.87 3.79 1.45
C 3.44 -3.23 -3.87
C 3.90 -4.65 -4.52
C 3.54 -4.79 -6.04
O 2.17 -4.76 -6.19
C 1.76 -4.73 -7.52
N 5.38 -4.67 -4.29
H 4.13 -2.42 -4.12
H 3.37 -3.29 -2.79
H 2.43 -2.95 -4.16
H 3.55 -5.60 -4.11
H 3.93 -5.79 -6.25
H 4.17 -4.22 -6.72
H 2.20 -5.67 -7.86
H 2.13 -3.84 -8.04
H 0.67 -4.76 -7.59
H 5.72 -4.62 -3.34
H 5.83 -5.52 -4.62
O -4.29 -3.47 -6.30
H -3.36 -3.67 -6.38
H -4.36 -2.99 -5.47
O -4.87 -0.70 6.81
H -5.63 -0.13 6.86
H -4.34 -0.33 6.10
O -9.01 2.82 -0.46
H -9.13 3.53 0.17
H -8.11 2.54 -0.34
O -7.43 0.69 -4.71
H -7.35 0.43 -5.63
H -6.67 0.28 -4.28
O 1.23 -4.91 3.85
H 2.16 -4.70 3.89
H 0.81 -4.14 3.47
O 1.15 0.22 6.09
H 0.67 -0.02 5.30
H 2.05 -0.06 5.91

These are the Mulliken partial charges, in e, on atoms 1 to 5:
1 Cd 0.29
2 O -0.46
3 C -0.12
4 C -0.25
5 O -0.44

---

No. 2
Density functional theory data (ωB97M-V/def2-TZVPD) for C3H4ClF in the gas phase in a non-equilibrium geometry.

Summary:
* ΔE to the lowest compared entry with this formula, charge and spin: 22.8 kcal per mole
* charge: 0
* orbital gap: 11.551 eV
* calculated total energy: -18414.0853 eV
* structure (SMILES): F[C@@H]1C[C@H]1Cl
* HOMO energy: -0.384 Eh

Element x y z (Å)
F -0.90 1.80 -0.30
C -0.69 0.47 0.02
C 0.47 -0.04 0.81
C 0.27 -0.31 -0.64
Cl 0.00 -1.90 -1.16
H -1.55 -0.06 0.23
H 1.25 0.80 1.00
H 0.27 -0.87 1.43
H 0.88 0.10 -1.39

These are the natural (NBO) partial charges, in e, on atoms 1 to 5:
1 F -0.33
2 C 0.18
3 C -0.45
4 C -0.29
5 Cl 0.00

---

No. 3
Density functional theory data (ωB97M-V/def2-TZVPD) for C18H13F2NO in the gas phase in a non-equilibrium geometry.

Summary:
* ΔE to the lowest compared entry with this formula, charge and spin: 0.0 kcal per mole
* charge: 0
* orbital gap: 8.992 eV
* calculated total energy: -27848.7624 eV
* structure (SMILES): O=c1ccccn1C(c1ccc(F)cc1)c1ccc(F)cc1
* HOMO energy: -0.317 Eh

Element x y z (Å)
O -0.34 1.41 2.62
C -0.77 1.91 1.56
C -1.55 3.10 1.53
C -1.82 3.72 0.36
C -1.48 3.10 -0.86
C -0.86 1.86 -0.85
N -0.51 1.28 0.33
C 0.29 0.02 0.44
C 1.34 -0.02 -0.64
C 2.35 0.93 -0.54
C 3.46 0.91 -1.38
C 3.58 -0.19 -2.22
F 4.76 -0.39 -2.87
C 2.56 -1.12 -2.41
C 1.39 -0.98 -1.66
C -0.51 -1.30 0.74
C -1.52 -1.20 1.68
C -2.48 -2.19 1.85
C -2.29 -3.40 1.21
F -3.22 -4.39 1.37
C -1.17 -3.63 0.41
C -0.21 -2.61 0.28
H -1.78 3.48 2.53
H -2.32 4.67 0.36
H -1.68 3.57 -1.83
H -0.66 1.34 -1.80
H 0.90 0.04 1.36
H 2.25 1.72 0.19
H 4.23 1.66 -1.30
H 2.68 -1.98 -3.07
H 0.51 -1.57 -1.91
H -1.54 -0.31 2.29
H -3.31 -1.99 2.50
H -1.03 -4.59 -0.06
H 0.73 -2.85 -0.22

These are the natural (NBO) partial charges, in e, on atoms 1 to 5:
1 O -0.67
2 C 0.60
3 C -0.29
4 C -0.14
5 C -0.32

---

No. 4
Density functional theory data (ωB97M-V/def2-TZVPD) for C5H7NO2 as an isolated structure in a non-equilibrium geometry.

Summary:
* ΔE to the lowest compared entry with this formula, charge and spin: 197.5 kcal per mole
* charge: 0
* orbital gap: 10.126 eV
* calculated total energy: -10875.0513 eV
* HOMO energy: -0.347 Eh

Element x y z (Å)
C -1.42 -0.42 -1.20
C 1.56 -0.30 -0.13
C 0.74 -0.21 1.12
C -0.23 1.04 1.24
C -0.77 0.38 0.03
H -2.04 -1.19 -0.87
H -1.74 0.14 -2.10
H 2.62 -0.15 -0.23
H 1.23 -0.56 2.06
H 0.32 2.03 1.16
H -0.85 1.07 2.20
H -0.08 0.84 -0.81
N 1.18 -0.64 -1.36
O -0.23 -1.07 -1.77
O -0.31 -0.97 0.65

These are the natural (NBO) partial charges, in e, on atoms 1 to 5:
1 C -0.06
2 C 0.00
3 C 0.03
4 C -0.40
5 C 0.00

---

No. 5
Density functional theory data (ωB97M-V/def2-TZVPD) for C7H15F3GaO7S2 as an isolated structure in a non-equilibrium geometry.

Summary:
* charge: -1
* orbital gap: 7.639 eV
* calculated total energy: -104033.7248 eV
* HOMO energy: -0.200 Eh

Element x y z (Å)
C 2.03 -0.29 0.16
C 1.43 1.02 -0.39
O 0.11 1.15 0.20
C 1.25 1.00 -1.90
Ga 0.09 2.60 -2.48
C 0.48 4.20 -1.32
S -2.19 2.02 -2.51
O -2.99 3.08 -3.12
O -2.37 0.71 -3.13
C -2.98 1.85 -0.81
F -2.46 2.75 0.06
F -2.83 0.61 -0.30
F -4.31 2.09 -0.91
H 1.36 -0.68 0.91
H 2.12 -1.03 -0.62
H 2.98 -0.12 0.64
H 2.00 1.87 -0.08
H -0.43 0.52 -0.28
H 0.80 0.05 -2.17
H 2.21 1.13 -2.40
H 0.49 2.97 -3.99
H 1.43 4.61 -1.68
H 0.60 3.96 -0.27
H -0.24 5.00 -1.44
C -0.38 -2.95 3.19
C -0.92 -4.17 2.48
O 0.06 -4.44 1.46
S 1.52 -4.03 1.98
O 2.18 -5.19 2.46
O 2.10 -3.17 1.03
O 1.04 -3.17 3.24
H -0.57 -2.04 2.63
H -0.77 -2.85 4.20
H -1.88 -4.00 2.02
H -0.97 -5.04 3.14

These are the natural (NBO) partial charges, in e, on atoms 1 to 5:
1 C -0.63
2 C 0.08
3 O -0.74
4 C -0.90
5 Ga 0.95

---

No. 6
Density functional theory data (ωB97M-V/def2-TZVPD) for a 2-piece molecular cluster, C3H9N3O2 overall in a non-equilibrium geometry.

Summary:
* ΔE to the lowest compared entry with this formula, charge and spin: 122.1 kcal per mole
* charge: 0
* orbital gap: 9.197 eV
* calculated total energy: -11818.7634 eV
* structure (SMILES): NC(=O)CNO.C=N
* HOMO energy: -0.327 Eh

Element x y z (Å)
N 2.60 -0.73 0.21
C 1.48 -1.47 0.43
O 1.48 -2.63 0.71
C 0.16 -0.56 0.55
N -0.05 -0.37 -0.86
O 0.76 0.71 -1.34
H 2.52 0.20 -0.16
H 3.49 -1.20 0.24
H -0.59 -1.25 0.93
H 0.34 0.34 1.13
H -1.14 0.12 -0.90
H 0.99 0.45 -2.23
C -2.31 1.27 -0.17
N -1.97 1.22 1.08
H -1.74 1.95 -0.78
H -3.36 1.19 -0.51
H -2.66 0.76 1.67

These are the natural (NBO) partial charges, in e, on atoms 1 to 5:
1 N -0.84
2 C 0.69
3 O -0.61
4 C -0.35
5 N -0.30

---

No. 7
Density functional theory data (ωB97M-V/def2-TZVPD) for a 2-piece molecular cluster, C5H14NO2 overall in a non-equilibrium geometry.

Summary:
* ΔE to the lowest compared entry with this formula, charge and spin: 62.3 kcal per mole
* charge: +1
* orbital gap: 11.593 eV
* calculated total energy: -10989.1017 eV
* HOMO energy: -0.534 Eh

Element x y z (Å)
O 1.17 1.00 2.34
C 1.01 1.70 1.11
C -0.12 0.86 0.51
N 0.54 -0.54 0.36
C 0.85 -0.77 -1.07
C 0.06 0.32 -2.00
C -0.55 1.22 -0.93
H 1.49 1.54 3.05
H 0.64 2.73 1.39
H 2.10 1.56 0.61
H -0.95 0.63 1.12
H 1.47 -0.56 0.87
H -0.11 -1.22 0.77
H 0.55 -1.76 -1.45
H 1.94 -0.56 -1.16
H -0.61 0.18 -2.80
H 0.95 0.80 -2.59
H -0.14 2.27 -1.25
H -1.64 1.41 -1.06
H -2.67 -3.99 1.43
H -3.11 -3.56 -0.06
O -2.88 -3.28 0.82

These are the natural (NBO) partial charges, in e, on atoms 1 to 5:
1 O -0.77
2 C -0.10
3 C -0.05
4 N -0.52
5 C -0.25

---

No. 8
Density functional theory data (ωB97M-V/def2-TZVPD) for C15H30ClNOP2W as an isolated structure in a non-equilibrium geometry.

Summary:
* charge: +2
* orbital gap (alpha / beta): 6.116 / 6.112 eV
* calculated total energy: -52490.0412 eV
* HOMO energy (alpha / beta): -0.544 / -0.544 Eh

Element x y z (Å)
W 0.23 0.80 0.51
P -0.21 0.59 -1.97
P -0.25 -0.77 2.29
N 1.95 0.42 0.27
H -1.32 0.50 -0.27
C -0.70 2.12 -2.84
H -0.82 1.90 -3.92
H 0.04 2.91 -2.73
H -1.66 2.48 -2.47
C -1.32 -0.68 -2.63
H -1.65 -0.37 -3.63
H -2.20 -0.80 -1.97
H -0.78 -1.63 -2.70
C 1.31 0.17 -2.90
H 1.13 0.35 -3.97
H 1.57 -0.89 -2.76
H 2.16 0.78 -2.58
C -0.23 0.17 3.86
H -0.28 -0.55 4.69
H -1.09 0.85 3.91
H 0.69 0.75 3.97
C -1.79 -1.70 2.29
H -2.04 -1.96 3.33
H -1.68 -2.62 1.71
H -2.60 -1.11 1.84
C 1.07 -1.99 2.58
H 1.01 -2.36 3.61
H 2.07 -1.56 2.42
H 0.96 -2.85 1.90
C 3.25 0.02 0.09
C 5.59 0.54 -0.14
C 4.30 0.97 0.13
C 3.50 -1.35 -0.16
C 4.80 -1.76 -0.41
C 5.84 -0.82 -0.42
H 6.41 1.27 -0.13
H 4.03 2.00 0.36
H 2.63 -2.02 -0.16
H 4.97 -2.82 -0.62
H 6.86 -1.15 -0.67
C -4.18 0.42 -0.27
O -3.60 -0.60 -0.65
C -3.96 1.79 -0.84
H -4.86 2.41 -0.68
H -3.79 1.72 -1.92
H -3.10 2.30 -0.38
C -5.25 0.33 0.79
H -5.05 1.06 1.58
H -5.27 -0.69 1.19
H -6.21 0.57 0.31
Cl -0.48 2.86 1.13

These are the natural (NBO) partial charges, in e, on atoms 1 to 5:
1 W 0.97
2 P 1.17
3 P 1.04
4 N -0.53
5 H -0.13